Entry 1:
An isolated molecule of C3H3Cl2F at a distorted geometry, computed with ωB97M-V/def2-TZVPD.

- DFT total energy (Eh) = -1136.3300
- HOMO level (eV) = -9.88
- structure (SMILES) = F/C(Cl)=C/CCl
- frontier orbital gap (eV) = 10.6334
- relative energy (zero: lowest compared OMol25 entry of this formula, charge and spin) (eV) = 0.2011

The geometry in ORCA input format:
```
! RIJCOSX wB97M-V def2-TZVPD def2/J DEFGRID3
* xyz 0 1
H 0.742 -1.024 -1.032
H -0.012 -0.926 1.561
C 0.166 -0.306 -0.394
Cl 2.268 -0.285 1.287
C -0.815 0.307 -1.012
C 0.505 -0.143 1.032
H 0.154 0.837 1.427
Cl -1.762 1.628 -0.623
F -1.246 -0.088 -2.247
*
```

Entry 2:
A cluster of 2 separate species, C4H11N2O in total, computed with ωB97M-V/def2-TZVPD.

- DFT total energy (Eh) = -343.5114
- HOMO level (eV) = -13.75
- frontier orbital gap (eV) = 10.6087
- relative energy (zero: lowest compared OMol25 entry of this formula, charge and spin) (eV) = 1.4361

The geometry in ORCA input format:
```
! RIJCOSX wB97M-V def2-TZVPD def2/J DEFGRID3
* xyz 1 1
H -1.373 -0.976 -0.243
C -1.387 1.863 -0.753
H -1.894 1.897 -1.706
H 1.166 -0.819 0.226
C -0.108 1.546 -0.588
H 1.381 2.603 0.533
H 1.962 -2.336 -0.169
H 1.780 0.808 1.928
C 0.629 1.828 0.675
H 0.079 -3.560 -0.281
H -0.048 2.134 1.479
C 0.007 -2.485 -0.212
N -1.196 -1.969 -0.227
O 1.328 0.617 1.099
N 1.110 -1.795 -0.127
H -1.944 2.198 0.114
H 0.489 1.027 -1.336
H -1.982 -2.579 -0.413
*
```

Entry 3:
An isolated molecule of C3H3F2NO at a distorted geometry, computed with ωB97M-V/def2-TZVPD.

- DFT total energy (Eh) = -445.7336
- HOMO level (eV) = -10.89
- frontier orbital gap (eV) = 10.8447
- relative energy (zero: lowest compared OMol25 entry of this formula, charge and spin) (eV) = 2.5562

The geometry in ORCA input format:
```
! RIJCOSX wB97M-V def2-TZVPD def2/J DEFGRID3
* xyz 0 1
C 0.523 0.813 -0.383
H 1.079 -0.531 1.184
O -0.649 1.063 -0.874
C 0.657 -0.641 0.236
H 1.409 1.133 -0.883
H 1.202 -1.313 -0.255
F -2.850 -0.490 -0.121
N -0.651 -1.118 0.425
F 0.848 1.606 0.749
C -1.568 -0.523 -0.078
*
```

Entry 4:
A cluster of 3 separate species, C31H53BF3IN3O13S in total at a distorted geometry, computed with ωB97M-V/def2-TZVPD.

- DFT total energy (Eh) = -3375.8824
- HOMO level (eV) = -5.90
- frontier orbital gap (eV) = 7.7007

The geometry in ORCA input format:
```
! RIJCOSX wB97M-V def2-TZVPD def2/J DEFGRID3
* xyz -1 1
O 3.595 -4.770 0.303
H 3.837 -3.849 2.598
H -5.794 0.825 7.223
C -5.325 0.673 6.253
H 0.658 1.251 -2.985
C 3.178 -1.339 -2.243
C 0.726 7.340 -2.631
H -3.824 -1.753 2.343
C -0.682 -0.042 -0.369
H 3.048 3.263 -2.517
H -2.156 -3.699 -2.642
H -1.731 0.871 1.208
O 5.075 -2.307 -0.270
C -3.768 -1.709 -0.278
O -0.983 -2.861 0.362
F 4.647 -3.729 -1.880
H 1.150 -0.299 -1.398
O 1.833 -6.124 0.494
H -4.566 -0.991 -0.486
I 1.829 -4.781 -2.594
H -0.602 6.158 -5.542
C 0.296 -1.974 -3.032
C -0.298 6.973 -4.888
C 3.941 3.869 -2.632
O 4.545 3.711 -0.291
H -2.640 -4.034 -1.059
H -0.047 4.496 -4.271
S 0.054 -3.648 1.276
O 0.791 4.616 -2.423
H -6.060 0.838 5.464
C 1.648 -3.685 0.386
C 0.384 -2.286 -1.517
C 0.337 5.107 -3.436
H -1.145 -0.321 -2.791
H -4.020 -2.423 -2.261
H 1.593 2.706 2.923
H 3.555 1.890 -0.165
O -4.022 -0.360 4.077
H 1.278 -1.988 -3.503
N -4.803 -0.680 6.183
H -1.169 7.597 -4.677
C -3.913 -2.792 2.017
H -4.472 -1.153 8.199
C -3.180 -2.101 -1.638
H 1.625 0.137 -3.926
F -0.373 -2.979 -3.745
H -4.626 -3.271 2.690
H 1.783 7.164 -2.428
C -4.179 -1.067 5.050
H -0.456 -4.208 -1.071
H 0.783 2.209 0.631
N 2.943 -2.252 -1.178
O 2.899 -3.647 2.667
H -0.164 1.147 2.821
C 0.520 -0.915 -0.767
H 1.858 0.815 0.613
H 0.329 0.977 -4.713
H 3.380 -1.351 2.209
H 2.707 1.324 2.823
C 2.220 2.113 2.254
O 2.838 -1.593 1.453
O 0.262 -2.805 2.423
H 0.447 7.578 -5.408
H -0.848 -0.883 -4.395
O 6.022 3.040 -1.812
H 3.690 4.923 -2.532
H -3.054 -1.170 0.340
C 4.283 -2.845 -0.969
H 1.117 -1.063 0.126
H 4.408 3.723 -3.601
C 3.272 3.054 1.619
C -4.962 -1.566 7.315
H -3.814 -2.108 5.085
H 0.587 8.365 -2.965
H -4.522 1.398 6.119
H -2.930 -3.246 2.135
H -1.621 -0.281 -0.858
H 4.252 2.803 2.030
H -0.467 0.980 -0.693
N 0.250 6.433 -3.662
H -1.388 -0.797 1.569
C -0.955 0.101 1.137
H -4.219 -3.834 0.135
C 2.388 -5.066 0.397
H -6.020 -1.717 7.541
H -4.513 -2.531 7.088
C -0.353 -0.651 -3.452
C -0.782 -3.164 -1.036
C 1.712 -3.045 -1.075
C 3.406 2.933 0.118
C 1.257 1.453 1.261
H 0.177 7.181 -1.703
C -2.171 -3.247 -1.657
H 2.500 3.293 -0.374
C -4.384 -2.846 0.561
F 3.478 -1.945 -3.419
C 4.944 3.490 -1.579
H -2.825 -1.194 -2.129
H 3.092 4.086 1.917
O 3.227 -0.153 -2.161
O -0.483 -4.946 1.524
H 0.744 -0.283 2.421
B 2.527 -2.916 1.546
C 0.240 0.576 1.980
H -5.466 -2.701 0.590
C 0.611 0.503 -3.775
*
```